The following is a DFT calculation (wB97M-V/def2-TZVPD) of a structure of composition C55H54NOP5S3Sn.

Strongest force on any atom = 0.97 eV/Å
Lowest unoccupied orbital energy = -0.1933 hartree
HOMO-LUMO gap = 6.55 eV
Energy relative to the best compared isomer or geometry (same formula, charge and spin) = 20.5 kcal per mole
Charge = +2
Electronic energy = -146216.191 eV

```
120
Properties=species:S:1:pos:R:3:mulliken_charge:R:1
Sn 0.914 -0.864 0.154 1.21
O 1.693 1.302 2.827 0.00
N 2.653 0.487 2.269 -0.08
C 3.859 0.730 2.553 -0.37
C 4.999 -0.024 2.045 0.53
C 6.234 0.456 2.492 -1.21
C 7.423 -0.152 2.144 -0.79
C 7.395 -1.292 1.364 -0.92
C 6.185 -1.781 0.900 -0.21
C 4.970 -1.164 1.195 0.41
P 3.518 -1.921 0.323 1.31
C 3.294 -3.512 1.170 0.91
C 2.507 -4.469 0.523 -0.62
C 2.284 -5.703 1.107 -0.50
C 2.806 -5.972 2.366 -0.84
C 3.547 -5.008 3.032 -0.70
C 3.802 -3.780 2.436 -1.08
C 4.354 -2.339 -1.252 0.67
C 4.752 -1.240 -2.016 -0.81
C 5.441 -1.420 -3.203 -0.76
C 5.717 -2.705 -3.653 -0.68
C 5.315 -3.800 -2.904 -0.67
C 4.645 -3.624 -1.699 -0.14
H 2.083 1.978 3.416 0.23
H 4.089 1.548 3.242 0.32
H 6.251 1.332 3.129 0.39
H 8.365 0.254 2.483 0.44
H 8.313 -1.804 1.110 0.47
H 6.193 -2.670 0.284 0.49
H 2.081 -4.232 -0.448 0.11
H 1.699 -6.453 0.592 0.47
H 2.631 -6.934 2.827 0.44
H 3.931 -5.216 4.022 0.47
H 4.401 -3.040 2.951 0.47
H 4.539 -0.243 -1.645 0.54
H 5.775 -0.564 -3.774 0.48
H 6.256 -2.851 -4.579 0.43
H 5.538 -4.801 -3.248 0.48
H 4.378 -4.487 -1.106 0.45
C 2.800 1.383 -3.274 -1.61
P 1.659 0.895 -1.921 1.29
C 1.464 2.513 -1.093 -1.36
C 0.092 0.651 -2.828 0.53
C -0.639 1.718 -3.340 -1.10
C -1.778 1.489 -4.094 -0.90
C -2.193 0.191 -4.351 -1.02
C -1.480 -0.882 -3.841 -0.96
C -0.339 -0.666 -3.073 0.75
P 0.646 -2.030 -2.367 1.43
C -0.383 -3.533 -2.497 -1.60
C 1.851 -2.362 -3.706 -1.07
H 2.308 2.138 -3.888 0.52
H 3.077 0.538 -3.900 0.31
H 3.703 1.808 -2.834 0.49
H 1.225 3.308 -1.797 0.59
H 2.408 2.756 -0.604 0.46
H 0.681 2.438 -0.337 0.06
H -0.333 2.739 -3.151 0.33
H -2.343 2.326 -4.479 0.55
H -3.078 0.015 -4.948 0.44
H -1.815 -1.889 -4.051 0.37
H -1.280 -3.442 -1.885 0.19
H 0.205 -4.372 -2.123 0.44
H -0.649 -3.737 -3.533 0.57
H 1.301 -2.507 -4.636 0.61
H 2.420 -3.261 -3.467 0.41
H 2.545 -1.533 -3.819 0.04
S -0.478 -3.720 4.690 -0.14
C -0.075 -2.975 3.203 0.51
S -0.047 -3.299 1.631 0.06
S 0.304 -1.767 4.370 -0.08
C -3.498 1.489 0.437 -1.52
P -1.858 0.767 0.974 0.28
C -2.617 -0.849 1.407 1.18
C -2.644 -1.712 0.306 -0.37
C -3.266 -2.948 0.376 -0.80
C -3.838 -3.361 1.571 -0.80
C -3.826 -2.512 2.665 -0.87
C -3.247 -1.251 2.579 -0.66
C -1.504 1.805 2.446 2.00
C -1.617 1.458 3.789 -0.56
C -1.261 2.362 4.783 -0.92
C -0.751 3.609 4.459 -0.79
C -0.592 3.951 3.123 -1.16
C -0.959 3.055 2.131 -0.76
P -3.453 3.317 0.018 0.14
C -4.333 3.394 -1.593 0.67
C -4.618 2.340 -2.451 -0.16
C -5.204 2.582 -3.688 -0.77
C -5.493 3.875 -4.089 -0.47
C -5.218 4.936 -3.234 -0.68
C -4.641 4.696 -2.001 -0.55
C -4.833 3.827 1.122 0.20
C -6.128 3.351 0.923 -0.22
C -7.144 3.719 1.789 -0.66
C -6.877 4.565 2.858 -0.50
C -5.591 5.038 3.061 -0.59
C -4.569 4.670 2.196 -0.35
H -4.179 1.338 1.275 0.79
H -3.848 0.900 -0.409 0.66
H -2.200 -1.372 -0.631 0.25
H -3.313 -3.585 -0.498 0.47
H -4.302 -4.335 1.643 0.41
H -4.285 -2.819 3.596 0.49
H -3.322 -0.589 3.429 0.50
H -1.965 0.483 4.088 0.16
H -1.387 2.085 5.822 0.45
H -0.472 4.306 5.238 0.47
H -0.181 4.914 2.849 0.51
H -0.820 3.329 1.094 0.13
H -4.399 1.316 -2.176 0.35
H -5.439 1.749 -4.340 0.40
H -5.933 4.060 -5.060 0.41
H -5.452 5.949 -3.532 0.43
H -4.426 5.522 -1.331 0.41
H -6.341 2.693 0.089 0.35
H -8.148 3.345 1.631 0.42
H -7.674 4.853 3.530 0.40
H -5.384 5.696 3.895 0.42
H -3.562 5.036 2.357 0.35
```